Model P:
A cluster of 2 separate species, C3H10NO in total, computed with ωB97M-V/def2-TZVPD.

Structure (XYZ):
```
15
Properties=species:S:1:pos:R:3
H -1.408 -1.191 0.045
H 1.334 0.085 -0.473
H -0.985 0.611 2.353
H 0.468 1.420 2.236
H 0.377 0.747 -1.540
N 0.650 0.910 -0.565
C -0.479 0.651 0.321
H -1.765 -0.228 -1.270
H 1.077 -1.988 -1.279
O 1.671 -1.483 -0.712
C -0.246 0.913 1.600
H 1.157 1.792 -0.559
C -1.622 -0.136 -0.195
H 2.268 -2.164 -0.397
H -2.497 0.061 0.436
```

spin multiplicity: 1
total charge: +1
E_LUMO: -3.41 eV



Model Q:
A cluster of 2 separate species, C3H10NO in total, computed with ωB97M-V/def2-TZVPD.

Structure (XYZ):
```
15
Properties=species:S:1:pos:R:3
H 0.826 -0.379 1.478
C 0.021 -2.034 0.452
C -0.137 -0.877 1.375
H 0.151 2.776 -0.663
H -0.930 -2.599 0.285
H 0.500 -1.783 -0.511
H 0.738 -2.712 0.946
H -1.862 -0.242 0.774
H 1.379 2.567 -2.014
H -0.176 0.505 -0.503
N 0.479 0.885 -1.286
H 1.021 0.283 -1.900
H -0.574 -1.129 2.364
C 0.679 2.125 -1.331
O -0.976 0.154 0.722
```

spin multiplicity: 1
total charge: +1
E_LUMO: -4.81 eV



Stability ranking, top and bottom: model Q is the most stable and model P is the least stable.



Model P:
A cluster of 2 separate species, C3H10NO in total, computed with ωB97M-V/def2-TZVPD.

Structure (XYZ):
```
15
Properties=species:S:1:pos:R:3
C -0.887 1.588 1.635
H 0.280 1.684 1.654
H 1.819 -0.209 -0.614
H -1.301 2.409 2.244
H 0.940 0.277 0.696
H -1.190 0.616 2.072
H -0.818 0.089 -0.703
H -1.191 1.639 0.557
O 1.312 -1.363 -2.483
H -0.689 -1.577 -0.126
C 0.143 -1.256 -2.091
N 1.083 -0.479 0.031
H 1.397 -1.268 0.586
C -0.167 -0.811 -0.689
H -0.731 -1.340 -2.767
```

spin multiplicity: 1
total charge: +1
E_LUMO: -3.87 eV



Model Q:
A cluster of 2 separate species, C3H10NO in total, computed with ωB97M-V/def2-TZVPD.

Structure (XYZ):
```
15
Properties=species:S:1:pos:R:3
H -0.408 2.515 -2.236
H 1.448 -0.691 0.072
H -0.601 -1.305 -0.275
H -0.555 -2.416 2.219
H -1.868 -1.026 2.049
C 0.120 -0.420 1.626
H 0.581 1.850 -3.497
C 0.440 1.874 -2.453
H 0.182 0.953 -1.944
C -0.952 -1.522 1.634
O -1.178 -1.938 0.297
H -0.221 0.687 1.948
H 1.378 2.300 -2.004
N 0.597 -0.207 0.290
H 1.038 -0.652 2.272
```

spin multiplicity: 1
total charge: +1
E_LUMO: -10.47 eV



Stability ranking, top and bottom: model P is the most stable and model Q is the least stable.



Model P:
The molecule C5H6O2S, computed with ωB97M-V/def2-TZVPD.

Structure (XYZ):
```
14
Properties=species:S:1:pos:R:3
H 1.504 1.883 0.182
C 1.436 0.794 -0.043
S -2.679 0.276 -0.552
O -0.019 -0.953 0.552
C -2.248 -1.404 -0.010
C -1.093 -1.677 0.556
H 2.223 0.415 0.622
H -0.987 -2.633 1.233
C 0.070 0.255 -0.050
O -3.290 0.851 0.672
H -0.729 1.743 -1.312
H -3.055 -2.021 -0.069
H 1.958 0.445 -1.046
C -0.937 0.812 -0.689
```

spin multiplicity: 1
E_LUMO: 0.70 eV



Model Q:
The molecule C5H6O2S, computed with ωB97M-V/def2-TZVPD.

Structure (XYZ):
```
14
Properties=species:S:1:pos:R:3
S 1.801 -0.920 -0.882
H -2.120 0.443 1.640
H 1.690 0.735 0.838
C 1.065 0.221 0.143
H 0.582 -0.327 2.132
C 0.315 -1.147 -1.767
O 0.380 1.284 -0.578
O 0.221 -1.655 -2.860
C -1.226 0.436 0.937
H 0.049 -1.450 1.053
C -0.899 1.392 -0.015
H -0.527 -0.746 -1.266
H -1.395 2.116 -0.505
C 0.064 -0.380 1.130
```

SMILES: O=CS[C@@H]1CC=CO1
spin multiplicity: 1
E_LUMO: 0.63 eV



Stability ranking, top and bottom: model Q is the most stable and model P is the least stable.



Model P:
A cluster of 9 separate species, H19O9 in total, computed with ωB97M-V/def2-TZVPD.

Structure (XYZ):
```
28
Properties=species:S:1:pos:R:3
H -0.254 -2.452 0.319
O 1.155 0.666 1.470
H 3.449 2.906 -0.895
H 0.112 0.453 -3.627
H 2.210 3.748 -0.767
H -4.416 -1.184 1.409
H 0.376 0.114 1.439
H -1.500 0.768 0.292
O 2.489 2.843 -0.887
O -0.581 -3.753 1.595
O 0.616 1.223 -3.365
H 0.441 1.820 -0.566
H 1.903 0.080 1.306
H -0.804 -4.656 1.343
O -1.942 -0.081 0.518
H -1.167 -2.516 -0.920
H -3.771 -0.542 2.687
O -0.495 1.888 -0.726
H -0.312 -3.808 2.518
H 4.467 0.851 -0.188
H -1.597 -0.962 0.030
H -0.667 2.277 -1.575
O 3.740 0.529 0.352
O -0.613 -1.907 -0.415
H 2.987 0.530 -0.247
H -2.682 -0.002 1.180
O -4.231 -0.363 1.864
H 1.089 1.531 -4.143
```

spin multiplicity: 1
total charge: +1
E_LUMO: -3.22 eV



Model Q:
A cluster of 9 separate species, H19O9 in total, computed with ωB97M-V/def2-TZVPD.

Structure (XYZ):
```
28
Properties=species:S:1:pos:R:3
O 2.657 1.494 1.964
H -0.082 -1.446 2.674
O -1.649 -1.885 -1.161
H 0.442 -0.819 -3.494
H -1.729 -1.840 -0.133
H -0.717 -2.111 -1.180
H 2.261 -2.587 -0.034
H 2.795 0.888 2.550
O 2.247 -1.639 0.079
H -0.505 1.171 3.264
H 1.587 1.189 0.224
H -0.426 0.805 -0.958
H -2.770 2.094 -0.483
H 0.886 1.579 2.825
H -1.264 -2.308 3.273
H 1.528 -1.155 -0.355
H 0.976 0.115 -4.703
O -1.063 0.424 -1.717
O 0.273 0.076 -3.977
H 3.211 1.120 1.305
H -0.796 0.881 -2.605
O -3.335 1.409 -0.898
H -3.599 1.915 -1.574
O -1.045 -1.435 2.767
H -1.534 -0.525 -1.560
O 0.941 0.602 0.183
H 0.679 0.561 1.164
O 0.030 1.427 2.558
```

spin multiplicity: 1
total charge: +1
E_LUMO: -3.38 eV



Model R:
A structure of composition H19O9, computed with ωB97M-V/def2-TZVPD.

Structure (XYZ):
```
28
Properties=species:S:1:pos:R:3
H -0.112 -1.889 -1.825
H 4.174 0.419 0.433
H -3.699 -0.620 0.519
H 2.119 0.666 -3.933
H 0.447 1.039 -0.039
H 4.091 1.963 0.666
O 3.590 1.146 0.642
H 1.263 2.356 1.642
O -0.490 -0.993 -1.956
H 0.381 -0.566 -1.229
H 0.662 -1.911 1.296
H -2.449 -2.356 0.677
O -1.723 3.936 1.584
O 0.381 2.303 1.277
H -1.648 -3.596 0.131
O -1.798 -2.659 -0.012
H 2.183 -0.780 -3.768
H -2.308 3.518 2.222
H -2.083 3.561 0.721
O 2.782 -0.033 -3.949
O -3.710 -1.000 1.401
H -1.429 -1.158 -1.662
H -0.196 3.003 1.625
H 0.745 -3.286 0.944
H 1.293 -0.349 0.406
O 0.791 0.148 -0.236
O 1.048 -2.450 0.553
H -4.304 -0.411 1.873
```

spin multiplicity: 1
total charge: +1
E_LUMO: -3.33 eV



Stability ranking, top and bottom: model P is the most stable and model Q is the least stable.